Molecular formula: C33H28N2O7PS2Sn
Method: DFT, wB97M-V/def2-TZVPD

```
74
C33H28N2O7PS2Sn, DFT wB97M-V/def2-TZVPD
Sn -1.21935 1.98749 2.84409
C -5.36007 -2.50211 1.67549
O -4.27448 -2.41479 0.66598
C -3.99529 -1.19705 0.30320
C -4.75302 -0.03923 0.63685
C -4.45990 1.15597 0.13301
C -3.45506 1.31804 -0.83315
C -2.70169 0.24077 -1.22758
C -2.89893 -0.97954 -0.66575
N -2.26288 -2.12471 -0.95196
N -1.39379 -2.16540 -1.88683
C -0.12318 -2.24906 -1.80067
C 0.46355 -2.11666 -0.36495
O -0.23976 -2.01679 0.61174
C 1.91225 -2.09942 -0.25348
C 2.69404 -2.37411 -1.31431
C 2.13062 -2.60911 -2.66557
C 3.01989 -2.95375 -3.70918
C 2.50371 -3.02202 -5.02859
C 1.14536 -2.72666 -5.24577
C 0.30784 -2.48503 -4.20624
C 0.77851 -2.44401 -2.90392
H -6.18620 -2.02557 1.24771
H -5.05175 -1.98703 2.59106
H -5.69794 -3.57051 1.72396
H -5.63979 -0.06683 1.25851
H -5.00721 1.94494 0.56935
H -3.38211 2.35564 -1.23229
H -1.98479 0.25867 -2.01539
H 2.20282 -1.99953 0.76306
H 3.78930 -2.46733 -1.20844
H 4.09768 -3.10189 -3.39533
H 3.10235 -3.23223 -5.87892
H 0.74607 -2.60816 -6.24925
H -0.79917 -2.39165 -4.32192
O -1.87341 -3.56867 2.70832
C -1.79171 -2.25934 3.00322
O -2.63532 -1.47740 2.69040
C -0.54492 -1.93490 3.75765
O -0.51813 -0.54328 3.93264
C 0.40324 -0.22214 4.96022
C 0.94902 1.23143 4.89047
O 1.83539 1.48458 5.66131
O 0.43272 2.09554 4.07506
H -2.67642 -3.71457 2.17136
H -0.63706 -2.49641 4.71539
H 0.26981 -2.26359 3.14759
H 0.07630 -0.29101 6.04007
H 1.34007 -0.79471 4.86140
S -0.32895 4.06271 1.37179
P 0.74313 2.73628 0.40725
S 0.23695 0.90487 0.99290
C 2.53124 2.85221 0.76244
C 3.48122 1.94967 0.31359
C 4.73700 2.00892 0.86640
C 5.05717 2.73964 2.03630
C 4.09569 3.58388 2.55198
C 2.88285 3.62596 1.84619
C 0.47890 2.75769 -1.44268
C 1.24238 1.82198 -2.24312
C 0.94222 1.72961 -3.61628
C 0.00865 2.57261 -4.15866
C -0.67750 3.50440 -3.40102
C -0.35151 3.70093 -2.08086
H 3.25686 1.23197 -0.53026
H 5.52435 1.39554 0.46233
H 6.08253 2.65823 2.48420
H 4.31820 4.19041 3.42170
H 2.10873 4.31320 2.11473
H 2.06186 1.27368 -1.80677
H 1.45028 0.93710 -4.14541
H -0.16769 2.42628 -5.20866
H -1.47395 4.04297 -3.83197
H -0.87781 4.44238 -1.44576
```

Results
gap between HOMO and LUMO (spin up / spin down): 5.58 / 5.58 eV
LUMO energy (spin up / spin down): -5.3 / -5.3 eV
charge: +1
F_max: 4.66 eV/A